Entry 1:
156
Properties=species:S:1:pos:R:3:mulliken_charge:R:1 method="wB97M-V/def2-TZVPD" total_charge=0 e_above_lowest_kcal_mol=0.00
O -2.05 -2.06 -6.84 -0.59
C -1.51 -1.24 -6.17 0.45
O -0.64 -1.50 -5.20 -0.36
C -0.13 -0.30 -4.62 -0.19
C -1.20 0.70 -4.83 0.57
C -1.94 0.29 -6.12 -0.59
H 0.74 0.10 -5.15 0.29
H 0.25 -0.45 -3.61 -0.01
H -0.82 1.70 -5.00 -0.25
H -1.87 0.72 -3.97 0.06
H -1.46 0.76 -6.98 0.31
H -3.00 0.55 -6.11 0.31
O -6.13 6.21 -3.19 -0.65
C -5.66 5.14 -3.52 0.42
O -4.36 4.98 -3.56 -0.34
C -3.94 3.66 -4.02 0.07
C -5.29 3.05 -4.61 -0.57
C -6.37 3.88 -3.89 -0.29
H -3.61 2.93 -3.29 0.08
H -3.31 3.72 -4.91 0.18
H -5.49 2.01 -4.37 0.34
H -5.35 3.25 -5.68 0.32
H -6.69 3.37 -2.98 0.11
H -7.21 3.93 -4.58 0.31
O 2.14 4.99 -0.07 -0.68
C 1.67 4.38 0.92 0.25
O 0.95 3.16 0.84 -0.01
C 0.79 2.68 2.13 -0.04
C 1.54 3.61 3.10 -0.55
C 1.86 4.87 2.34 -0.38
H 1.11 1.65 2.28 0.11
H -0.28 2.76 2.32 0.22
H 2.46 3.14 3.43 0.04
H 1.00 3.77 4.03 0.42
H 2.93 5.09 2.28 0.22
H 1.25 5.74 2.55 0.33
O -7.39 1.37 -0.52 -0.61
C -6.44 1.16 0.18 0.29
O -5.95 -0.09 0.33 -0.27
C -4.98 -0.14 1.24 0.74
C -4.62 1.39 1.52 -0.32
C -5.64 2.24 0.86 -0.16
H -4.09 -0.65 0.86 -0.34
H -5.28 -0.58 2.19 -0.06
H -3.65 1.58 1.05 0.01
H -4.54 1.58 2.59 0.23
H -5.23 2.97 0.17 0.22
H -6.35 2.73 1.53 0.26
O -3.04 -2.70 2.26 -0.63
C -3.04 -2.07 3.29 0.33
O -2.31 -0.91 3.42 0.25
C -2.55 -0.31 4.68 -0.48
C -3.19 -1.42 5.60 -0.50
C -3.80 -2.35 4.60 -0.62
H -3.24 0.50 4.45 0.14
H -1.64 0.22 4.96 0.30
H -3.83 -1.00 6.38 0.40
H -2.37 -2.03 5.95 0.18
H -4.83 -2.15 4.30 0.34
H -3.64 -3.37 4.96 0.33
O -0.92 3.45 -3.05 -0.52
C -0.44 4.46 -3.59 0.38
O -0.17 4.36 -4.88 -0.30
C 0.70 5.42 -5.28 -0.45
C 0.54 6.50 -4.25 -0.64
C 0.08 5.78 -3.04 0.21
H 0.30 5.71 -6.25 0.37
H 1.79 5.35 -5.35 0.17
H -0.11 7.31 -4.59 0.28
H 1.41 7.08 -3.95 0.34
H -0.51 6.37 -2.34 0.44
H 0.93 5.41 -2.48 -0.30
O -2.76 -8.11 2.04 -0.68
C -1.84 -7.33 1.71 0.47
O -0.64 -7.33 2.18 -0.30
C 0.14 -6.20 1.69 -0.01
C -0.78 -5.30 0.91 0.62
C -2.02 -6.17 0.71 -0.34
H 0.89 -6.60 1.01 0.09
H 0.59 -5.63 2.50 0.02
H -0.37 -4.83 0.02 0.44
H -1.04 -4.45 1.54 -0.65
H -2.00 -6.54 -0.32 0.25
H -2.92 -5.57 0.86 0.10
O -7.07 -3.25 -2.89 -0.61
C -5.90 -3.09 -2.64 0.39
O -5.45 -2.92 -1.37 -0.33
C -4.11 -2.98 -1.22 0.74
C -3.64 -3.46 -2.56 -0.38
C -4.72 -3.14 -3.58 -0.28
H -3.83 -3.62 -0.38 -0.15
H -3.82 -1.97 -0.95 -0.42
H -3.37 -4.51 -2.70 0.28
H -2.72 -2.99 -2.89 0.31
H -4.90 -3.84 -4.40 0.34
H -4.56 -2.21 -4.12 0.07
N 3.95 4.67 -2.19 0.55
C 4.33 3.89 -3.21 -0.70
C 4.81 4.69 -4.23 -0.49
C 4.71 6.00 -3.84 -0.66
C 4.25 5.92 -2.58 -0.59
H 3.51 4.33 -1.35 0.19
H 4.28 2.81 -3.11 0.48
H 5.27 4.33 -5.14 0.43
H 5.09 6.85 -4.38 0.44
H 4.00 6.73 -1.90 0.42
N 4.04 -7.23 1.19 0.05
C 3.35 -7.94 2.18 -0.94
C 3.10 -7.19 3.37 -0.13
C 3.81 -6.02 3.12 -0.04
C 4.35 -6.08 1.83 -0.94
H 4.50 -7.52 0.34 0.24
H 3.12 -8.98 2.00 0.43
H 2.61 -7.47 4.29 0.48
H 3.71 -5.14 3.73 0.40
H 4.95 -5.42 1.21 0.48
N 1.74 -0.61 -0.27 0.45
C 1.01 0.50 -0.47 -0.97
C -0.34 0.04 -0.54 -1.48
C -0.32 -1.33 -0.10 0.30
C 1.00 -1.75 -0.06 -1.00
H 2.74 -0.58 -0.16 0.05
H 1.54 1.43 -0.59 0.85
H -1.27 0.58 -0.69 0.67
H -1.23 -1.88 0.09 0.47
H 1.50 -2.69 0.05 0.63
C 6.53 0.45 5.52 -1.18
C 6.24 1.06 4.19 0.78
O 5.89 0.35 3.26 -0.49
C 6.18 2.57 4.04 -1.06
H 5.57 0.32 6.02 0.28
H 7.12 1.11 6.16 0.37
H 7.06 -0.51 5.57 0.35
H 6.16 2.93 3.01 0.25
H 7.08 2.95 4.52 0.43
H 5.32 2.95 4.61 0.28
C 6.82 1.29 0.11 -1.24
C 5.53 0.48 -0.14 1.04
O 4.52 1.09 -0.49 -0.41
C 5.51 -0.94 0.14 -0.84
H 7.27 1.24 1.10 0.20
H 6.68 2.32 -0.22 0.28
H 7.62 0.99 -0.56 0.41
H 5.85 -1.62 -0.64 0.34
H 4.49 -1.27 0.33 -0.03
H 6.05 -1.06 1.08 0.28
C 1.17 -2.67 3.68 -0.25
C 0.72 -3.48 4.88 0.67
O -0.47 -3.65 5.13 -0.57
C 1.78 -4.08 5.84 -1.06
H 0.83 -1.66 3.89 0.30
H 0.54 -2.97 2.85 -0.22
H 2.23 -2.82 3.48 0.37
H 2.48 -4.59 5.18 0.09
H 1.45 -4.83 6.56 0.33
H 2.21 -3.28 6.45 0.33

Entry 2:
145
Properties=species:S:1:pos:R:3:mulliken_charge:R:1 method="wB97M-V/def2-TZVPD" total_charge=0 e_above_lowest_kcal_mol=35.98
Ca 0.68 0.73 0.38 1.84
C -4.24 -1.65 0.13 -2.42
N -4.80 -0.37 -0.34 1.09
C -4.10 0.78 -0.91 -2.17
P -2.36 1.22 -0.41 0.14
C -2.38 2.81 -1.36 1.53
C -3.31 3.85 -1.32 -0.29
C -3.22 4.92 -2.20 -0.93
C -2.25 4.94 -3.18 -0.64
C -1.34 3.89 -3.27 -0.43
C -1.40 2.85 -2.36 -0.58
C -2.70 1.56 1.37 1.55
C -3.54 2.56 1.85 -0.29
C -3.76 2.70 3.21 -0.91
C -3.17 1.83 4.11 -0.93
C -2.33 0.83 3.65 -1.11
C -2.08 0.71 2.29 0.12
C -6.18 -0.32 -0.39 0.97
C -6.97 -1.34 0.17 -0.50
C -8.35 -1.28 0.15 -0.76
C -9.01 -0.20 -0.42 -0.58
C -8.25 0.81 -0.99 -0.75
C -6.87 0.75 -0.99 -0.56
P -2.46 -2.14 -0.15 1.11
C -2.49 -2.40 -1.96 1.30
C -3.53 -3.00 -2.67 -0.74
C -3.45 -3.13 -4.05 -0.78
C -2.36 -2.62 -4.74 -1.00
C -1.33 -2.01 -4.05 -0.33
C -1.39 -1.91 -2.67 -1.12
C -2.66 -3.82 0.57 0.96
C -2.64 -3.86 1.96 -0.68
C -2.69 -5.07 2.64 -0.72
C -2.74 -6.25 1.92 -0.59
C -2.75 -6.22 0.53 -0.73
C -2.72 -5.01 -0.14 -0.72
H -4.81 -2.45 -0.34 0.90
H -4.39 -1.74 1.21 0.63
H -4.66 1.66 -0.62 0.94
H -4.10 0.72 -2.01 0.42
H -4.13 3.84 -0.61 0.12
H -3.93 5.73 -2.12 0.44
H -2.19 5.76 -3.88 0.40
H -0.59 3.89 -4.05 0.41
H -0.69 2.04 -2.42 0.17
H -4.02 3.26 1.19 0.02
H -4.42 3.49 3.57 0.43
H -3.35 1.94 5.18 0.41
H -1.85 0.15 4.34 0.52
H -1.38 -0.05 1.95 0.08
H -6.50 -2.19 0.65 0.40
H -8.92 -2.10 0.59 0.38
H -10.09 -0.15 -0.42 0.39
H -8.74 1.65 -1.45 0.37
H -6.34 1.55 -1.49 0.46
H -4.40 -3.39 -2.15 0.35
H -4.25 -3.62 -4.59 0.42
H -2.32 -2.71 -5.82 0.40
H -0.49 -1.59 -4.59 0.51
H -0.57 -1.47 -2.11 0.58
H -2.57 -2.93 2.52 0.46
H -2.67 -5.09 3.72 0.43
H -2.76 -7.20 2.45 0.39
H -2.79 -7.15 -0.03 0.43
H -2.74 -5.00 -1.22 0.34
C 6.63 1.13 1.62 -1.47
Sb 5.54 -0.19 0.30 0.58
C 6.61 0.47 -1.47 -1.35
C 6.94 -1.81 0.67 -1.54
H 7.64 1.26 1.24 0.54
H 6.67 0.66 2.60 0.42
H 6.14 2.09 1.71 0.36
H 7.57 -0.04 -1.52 0.51
H 6.78 1.54 -1.42 0.39
H 6.04 0.25 -2.37 0.28
H 7.91 -1.36 0.89 0.47
H 7.02 -2.44 -0.21 0.40
H 6.62 -2.40 1.52 0.40
C 3.02 2.71 1.71 -0.99
Si 1.84 3.18 0.27 0.26
C 0.87 4.74 0.99 2.63
C 1.75 5.56 1.93 -1.97
C -0.30 4.17 1.80 -1.80
C 0.28 5.68 -0.07 -1.75
C 3.03 3.57 -1.24 2.84
C 3.26 2.25 -1.98 -1.64
C 2.43 4.57 -2.24 -2.00
C 4.39 4.10 -0.78 -1.64
H 3.73 3.50 1.99 0.50
H 3.60 1.83 1.43 -0.25
H 2.44 2.44 2.60 0.40
H 2.03 4.99 2.81 0.36
H 1.21 6.45 2.28 0.49
H 2.67 5.90 1.44 0.31
H 0.02 3.38 2.48 0.02
H -1.05 3.75 1.13 0.17
H -0.77 4.96 2.39 0.49
H 1.03 6.37 -0.44 0.39
H -0.52 6.29 0.38 0.53
H -0.15 5.14 -0.91 0.14
H 2.32 1.86 -2.40 0.13
H 3.67 1.49 -1.31 -0.19
H 3.96 2.38 -2.81 0.72
H 1.42 4.29 -2.52 0.20
H 3.05 4.60 -3.14 0.56
H 2.41 5.57 -1.82 0.35
H 4.95 3.34 -0.23 0.07
H 4.28 4.97 -0.13 0.28
H 4.99 4.40 -1.64 0.55
C 3.20 -4.89 1.19 -0.82
C 2.33 -4.99 -0.07 -0.97
Sb 1.76 -3.03 -0.84 0.02
C 3.70 -2.84 -1.84 -0.25
C 3.71 -1.82 -2.97 -1.11
C 0.82 -3.84 -2.65 0.20
C 1.44 -5.08 -3.27 -1.43
H 3.52 -5.88 1.52 0.41
H 2.65 -4.41 2.00 0.04
H 4.10 -4.30 0.99 0.19
H 1.42 -5.55 0.15 0.56
H 2.88 -5.50 -0.86 0.45
H 3.97 -3.83 -2.22 0.53
H 4.42 -2.56 -1.07 -0.26
H 3.03 -2.11 -3.77 0.32
H 4.70 -1.72 -3.41 0.40
H 3.41 -0.83 -2.61 0.12
H 0.82 -3.02 -3.38 -0.04
H -0.23 -4.03 -2.40 0.18
H 2.49 -4.91 -3.53 0.27
H 0.91 -5.35 -4.18 0.47
H 1.40 -5.93 -2.59 0.29
C 1.08 -2.53 4.04 -1.14
Si 1.61 -0.80 3.46 0.63
C 3.51 -0.74 3.57 -0.73
C 0.98 0.38 4.83 -1.29
O 1.07 -0.46 2.01 -1.27
H 1.71 -2.90 4.84 0.40
H 1.12 -3.25 3.22 0.13
H 0.05 -2.51 4.41 0.33
H 3.88 -1.16 4.51 0.45
H 3.89 0.28 3.48 0.26
H 3.94 -1.33 2.76 -0.17
H 1.77 0.61 5.55 0.50
H 0.16 -0.06 5.39 0.42
H 0.63 1.33 4.43 0.19

Entry 3:
175
Properties=species:S:1:pos:R:3:mulliken_charge:R:1 method="wB97M-V/def2-TZVPD" total_charge=0
C 4.79 -1.61 2.94 -1.37
C 3.55 -0.83 2.47 -0.02
O 3.14 -1.24 1.17 -0.37
C 2.61 -0.15 0.44 -0.06
C 1.87 -0.68 -0.81 -0.66
O 0.47 -0.40 -0.78 -0.34
C -0.22 -1.22 0.07 -0.14
C -0.25 -2.59 -0.13 0.38
C -0.93 -3.46 0.69 -1.53
C -1.64 -2.95 1.77 0.43
C -2.39 -3.93 2.69 -0.09
F -2.13 -5.21 2.19 -0.46
C -1.93 -3.74 4.15 -0.19
C -1.78 -5.06 4.97 -1.19
C -1.64 -1.59 1.97 -0.38
C -0.92 -0.72 1.13 1.63
C -0.95 0.76 1.45 -0.93
O -0.92 1.61 0.57 -0.84
C -0.98 1.08 2.92 0.98
C -0.34 2.16 3.48 0.05
C -0.45 2.39 4.83 -0.52
C -1.20 1.56 5.64 -1.10
C -1.84 0.46 5.08 -0.33
C -1.72 0.25 3.74 0.09
C -2.41 -0.93 3.08 0.66
O -3.51 -1.28 3.47 -0.64
H 4.57 -2.68 3.01 0.32
H 5.04 -1.24 3.94 0.38
H 5.66 -1.45 2.29 0.33
H 3.79 0.25 2.51 0.31
H 2.73 -1.02 3.18 0.19
H 1.92 0.46 1.04 0.03
H 3.46 0.48 0.11 0.43
H 2.11 -1.75 -0.91 0.29
H 2.28 -0.19 -1.71 0.45
H 0.31 -3.01 -0.97 -0.04
H -0.90 -4.51 0.45 0.61
H -3.46 -3.72 2.54 0.43
H -1.00 -3.16 4.18 0.33
H -2.68 -3.14 4.67 0.17
H -1.73 -5.97 4.37 0.32
H -2.55 -5.10 5.75 0.30
H -0.83 -4.99 5.53 0.31
H 0.25 2.85 2.87 0.64
H 0.04 3.23 5.32 -0.01
H -1.33 1.73 6.71 0.55
H -2.46 -0.20 5.68 0.60
Cl 1.08 -3.36 -3.10 -0.20
C -0.13 -2.25 -3.80 -0.05
C -1.24 -2.98 -4.50 -0.22
Cl -0.69 -3.81 -5.98 -0.22
H 0.40 -1.57 -4.48 0.47
H -0.53 -1.65 -2.98 -0.15
H -2.02 -2.28 -4.80 0.40
H -1.69 -3.73 -3.85 0.04
Cl 2.83 3.99 4.04 -0.14
C 2.11 5.58 4.44 -0.66
C 2.34 5.96 5.89 -0.18
Cl 1.43 4.91 7.01 -0.17
H 1.05 5.53 4.21 0.23
H 2.58 6.31 3.79 0.46
H 2.01 6.98 6.06 0.18
H 3.40 5.90 6.16 0.33
Cl 4.79 2.05 8.26 -0.19
C 3.34 2.12 9.29 -0.23
C 2.40 0.97 9.02 -0.60
Cl 1.64 1.09 7.42 -0.04
H 2.85 3.08 9.12 0.14
H 3.68 2.08 10.32 0.33
H 1.59 0.98 9.76 0.27
H 2.91 0.01 9.08 0.33
Cl -1.73 5.31 1.54 -0.16
C -1.34 5.28 -0.20 0.19
C -0.01 4.62 -0.48 1.00
Cl 1.35 5.62 0.12 -0.22
H -1.37 6.31 -0.57 0.34
H -2.14 4.73 -0.70 -0.46
H 0.12 4.51 -1.55 0.04
H 0.05 3.64 -0.02 -0.64
Cl -4.00 -9.16 -4.00 -0.22
C -3.86 -7.85 -5.21 0.04
C -2.81 -6.83 -4.83 0.06
Cl -3.28 -5.87 -3.40 -0.19
H -4.85 -7.39 -5.31 -0.15
H -3.60 -8.32 -6.16 0.36
H -2.67 -6.13 -5.65 0.26
H -1.86 -7.30 -4.62 -0.10
Cl -3.72 3.40 -0.18 -0.22
C -3.23 2.25 1.10 0.60
C -3.07 0.85 0.56 0.18
Cl -4.63 0.12 0.09 -0.23
H -3.97 2.29 1.89 0.36
H -2.28 2.60 1.50 -0.59
H -2.64 0.21 1.34 -0.69
H -2.41 0.83 -0.30 0.28
Cl -3.01 3.81 -6.03 -0.20
C -3.82 3.95 -4.45 -0.34
C -3.39 5.18 -3.69 -0.69
Cl -1.69 5.07 -3.16 -0.02
H -3.61 3.04 -3.88 0.22
H -4.89 3.99 -4.64 0.38
H -4.00 5.29 -2.80 0.26
H -3.49 6.08 -4.30 0.42
Cl -6.54 -5.66 -5.15 -0.22
C -8.05 -5.65 -4.19 -0.08
C -8.90 -6.86 -4.45 0.01
Cl -9.59 -6.86 -6.10 -0.21
H -8.58 -4.73 -4.42 0.39
H -7.76 -5.62 -3.14 -0.14
H -9.73 -6.88 -3.76 -0.10
H -8.33 -7.78 -4.33 0.33
Cl 0.72 -7.90 -4.41 -0.25
C 2.15 -6.83 -4.38 0.11
C 3.30 -7.45 -3.63 0.00
Cl 2.98 -7.57 -1.88 -0.21
H 1.84 -5.89 -3.94 -0.16
H 2.43 -6.65 -5.41 0.30
H 4.19 -6.82 -3.75 -0.13
H 3.53 -8.44 -4.00 0.40
Cl 5.52 -5.87 -5.32 -0.22
C 6.94 -4.79 -5.29 -0.40
C 8.10 -5.40 -4.54 -0.14
Cl 7.78 -5.53 -2.79 -0.19
H 6.63 -3.85 -4.85 0.33
H 7.23 -4.61 -6.33 0.28
H 8.98 -4.78 -4.66 0.07
H 8.34 -6.40 -4.91 0.21
Cl -1.23 9.26 1.78 -0.16
C -2.31 8.74 3.09 -0.32
C -1.79 9.12 4.45 -0.57
Cl -0.34 8.17 4.85 -0.09
H -2.45 7.66 3.01 0.13
H -3.28 9.22 2.90 0.35
H -2.54 8.90 5.21 0.28
H -1.54 10.18 4.51 0.35
Cl 3.64 9.06 8.71 -0.19
C 2.18 9.13 9.74 -0.39
C 1.23 8.00 9.45 -0.50
Cl 0.47 8.16 7.84 -0.09
H 1.71 10.10 9.60 0.30
H 2.52 9.06 10.78 0.30
H 0.42 8.00 10.18 0.36
H 1.73 7.03 9.49 0.22
Cl -0.57 9.86 -5.83 -0.21
C 0.73 8.76 -5.32 -0.48
C 0.26 7.73 -4.33 0.42
Cl -0.14 8.45 -2.75 -0.16
H 1.55 9.36 -4.92 0.34
H 1.09 8.26 -6.22 0.33
H 1.04 6.99 -4.15 -0.47
H -0.62 7.20 -4.69 0.18
Cl 3.81 6.59 -2.75 -0.16
C 3.92 4.85 -3.11 -0.37
C 3.62 4.56 -4.55 -0.48
Cl 1.89 4.84 -4.88 -0.13
H 3.23 4.32 -2.45 0.15
H 4.94 4.55 -2.86 0.37
H 3.82 3.51 -4.77 0.33
H 4.21 5.17 -5.23 0.32
Cl -8.36 -5.85 -0.72 -0.16
C -9.85 -5.83 0.27 -0.48
C -10.72 -7.04 0.03 -0.45
Cl -11.46 -7.03 -1.59 -0.19
H -10.38 -4.91 0.06 0.31
H -9.53 -5.81 1.31 0.32
H -11.54 -7.05 0.75 0.33
H -10.16 -7.96 0.14 0.32
Cl 9.91 -8.06 -7.00 -0.18
C 10.00 -6.77 -8.23 -0.49
C 11.02 -5.72 -7.88 -0.43
Cl 10.54 -4.76 -6.46 -0.18
H 9.00 -6.34 -8.33 0.29
H 10.26 -7.24 -9.17 0.34
H 11.14 -5.02 -8.71 0.30
H 11.99 -6.16 -7.67 0.33

Respective HOMO energy values: -0.297, -0.240, -0.338 hartree.